This record from the OMol25 dataset describes 16 unconnected molecules or ions with the total composition C3H40NO16 in a non-equilibrium geometry. The level of theory is ωB97M-V with the def2-TZVPD basis set.

## Properties
**Electronic energy**: -38006.902 eV
**Total charge**: +1
**E_HOMO**: -13.4852 eV

Element x y z (Å)
C 0.4283 0.1551 -0.8653
O -0.6325 0.5354 -1.6841
C 0.1547 -1.2623 -0.3143
C 1.2099 -1.6627 0.7143
N -1.2266 -1.1170 0.2836
H 1.3928 0.1789 -1.3874
H 0.5763 0.8558 0.0005
H -0.4720 1.3818 -2.1193
H -0.0031 -1.8911 -1.1818
H 1.0103 -2.7160 0.9523
H 1.0995 -1.2744 1.7376
H 2.1605 -1.2885 0.2763
H -1.3330 -0.5020 1.0764
H -1.8431 -0.7400 -0.4467
H -1.6614 -2.0013 0.5513
H 4.4005 0.7012 0.3543
H 3.5323 1.0545 -0.8700
O 3.4872 0.8224 0.0774
H 0.1235 -4.7367 -0.3884
H -1.1840 -4.0890 -0.6547
O -0.5932 -4.2955 0.0925
H -0.2877 4.2335 2.7858
H 0.2111 2.9008 3.3343
O -0.4137 3.2824 2.6932
H -2.6878 -2.5790 -2.4556
H -1.2579 -2.2292 -2.9728
O -1.7587 -2.6938 -2.2338
H -1.4298 1.6292 1.9873
H -3.0079 1.5341 1.7796
O -2.1435 1.2063 1.5047
H 2.7939 0.0349 -2.9127
H 3.2389 -1.1100 -3.8913
O 2.7320 -0.9300 -3.0822
H 2.5592 2.1833 -2.2326
H 3.6905 2.1713 -3.3119
O 3.3837 1.6683 -2.5399
H -1.3071 -3.5088 3.2174
H -0.7923 -3.4970 1.8487
O -1.0154 -2.8599 2.5587
H -4.1207 0.5595 -0.4503
H -4.8075 -0.7433 -0.7246
O -3.9307 -0.3990 -0.5190
H 0.4053 0.5899 4.0024
H 1.3931 1.6551 4.4349
O 0.7928 1.4545 3.7082
H 0.9977 3.4813 -2.2816
H 1.0626 2.9769 -0.8683
O 1.0245 2.6326 -1.8072
H -0.9282 -0.5214 -3.1924
H 0.4838 -1.1427 -3.6296
O -0.4623 -1.0677 -3.8493
H 2.2319 2.5643 1.2028
H 0.7198 2.7924 1.3542
O 1.4989 3.0653 0.8246
H -0.9224 -1.2312 3.9402
H 0.5142 -1.7467 4.2310
O -0.0786 -1.0047 4.3582
H -2.5720 1.4832 -0.9824
H -3.2095 2.9124 -1.3029
O -3.2266 2.1445 -0.7297

---

This record from the OMol25 dataset describes 2 unconnected molecules or ions with the total composition C5H16N2O in a non-equilibrium geometry. The level of theory is ωB97M-V with the def2-TZVPD basis set.

## Properties
**Electronic energy**: -10471.698 eV
**Total charge**: 0
**SMILES string**: CCCO.NCCN
**E_HOMO**: -9.6461 eV

Element x y z (Å)
C -1.6056 -0.2592 -1.7853
C -1.6049 -0.6196 -0.3035
C -0.9789 -1.9354 -0.0314
O 0.1465 -2.2240 -0.7945
H -2.1058 0.7193 -1.9483
H -2.0643 -1.0299 -2.4378
H -0.5559 -0.1762 -2.1159
H -1.1441 0.2227 0.2379
H -2.6618 -0.6524 0.0843
H -0.6925 -2.0443 1.0441
H -1.6994 -2.7964 -0.2020
H 0.8086 -1.5333 -0.6744
N -0.0197 2.1478 2.0074
C 0.9845 1.1732 1.5280
C 1.1685 1.3934 0.0249
N 1.8599 0.2578 -0.6350
H -0.9433 1.8502 1.7631
H -0.0010 2.1654 3.0170
H 0.6824 0.0973 1.7236
H 1.9587 1.3034 2.0691
H 1.7123 2.2927 -0.2244
H 0.1947 1.5196 -0.4088
H 2.0585 0.5096 -1.5798
H 2.7279 0.0546 -0.1583

---

This record from the OMol25 dataset describes C4H5NO in the gas phase in a non-equilibrium geometry. The level of theory is ωB97M-V with the def2-TZVPD basis set.

## Properties
**Electronic energy**: -7765.882 eV
**Total charge**: 0
**SMILES string**: N#CCCC=O
**E_HOMO**: -10.5877 eV

Element x y z (Å)
N -2.3909 1.9387 0.5237
C -1.7386 1.0542 0.1631
C -0.8843 -0.0444 -0.2916
C 0.4112 -0.1613 0.5235
C 1.5999 -0.5158 -0.3423
O 1.5562 -0.6268 -1.5434
H -1.4591 -0.9746 -0.2487
H -0.6271 0.1186 -1.3439
H 0.6528 0.7800 1.0340
H 0.3269 -0.9121 1.3190
H 2.5530 -0.6566 0.2067

---

This record from the OMol25 dataset describes 2 unconnected molecules or ions with the total composition C5H14 in a non-equilibrium geometry. The level of theory is ωB97M-V with the def2-TZVPD basis set.

## Properties
**Electronic energy**: -5409.889 eV
**Total charge**: 0
**SMILES string**: CCC.CC
**E_HOMO**: -10.3608 eV

Element x y z (Å)
C 0.8271 1.5200 0.9572
C 1.3696 0.4705 1.8699
C 0.6416 -0.7452 1.2683
H 1.1492 1.2142 0.0295
H -0.2741 1.5289 1.0894
H 1.3406 2.5625 1.2701
H 1.1317 0.6088 2.8490
H 2.4024 0.3827 1.7541
H 1.3615 -1.4743 1.6089
H 0.7425 -0.6650 0.1696
H -0.3245 -0.8205 1.5690
C -1.9957 -0.3380 -2.2795
C -0.7740 -0.8390 -1.5838
H -2.6839 0.0169 -1.5909
H -1.6549 0.3851 -3.1127
H -2.3811 -1.1795 -2.8585
H 0.1604 -0.4161 -1.9450
H -0.5321 -1.9951 -1.5910
H -0.8493 -0.5586 -0.6338

---

This record from the OMol25 dataset describes 2 unconnected molecules or ions with the total composition C2H4O2S2 in a non-equilibrium geometry. The level of theory is ωB97M-V with the def2-TZVPD basis set.

## Properties
**Electronic energy**: -27901.283 eV
**Total charge**: 0
**E_HOMO**: -9.0352 eV

Element x y z (Å)
C 0.8775 0.0705 0.0000
C -1.7581 0.2182 0.1116
O -1.9274 -0.5750 -0.9815
O -1.7144 1.4043 0.0286
S 1.3094 1.6977 -0.2847
S 2.2247 -1.0145 0.0470
H -1.7889 -0.4477 1.1336
H -2.3174 -1.4812 -0.8513
H 0.0231 2.1635 -0.7021
H 3.3194 -0.1170 0.4138

---

This record from the OMol25 dataset describes C5H8N2O3 in the gas phase in a non-equilibrium geometry. The level of theory is ωB97M-V with the def2-TZVPD basis set.

## Properties
**Electronic energy**: -14434.281 eV
**Total charge**: 0
**SMILES string**: C/N=C1\OC(O)=C[C@@]1(N)O
**E_HOMO**: -8.5544 eV

Element x y z (Å)
C 0.6660 2.4180 1.1416
N 0.8269 1.4186 0.1068
C 0.0573 0.4322 0.0491
O -0.2209 -0.4277 1.3530
C -0.6401 -1.6142 0.8979
O -0.5135 -2.6337 1.7397
C -0.7463 -1.7295 -0.4571
C -0.2040 -0.5284 -1.1036
N 0.9032 -0.7196 -1.9559
O -1.1806 0.5854 -1.5811
H -0.2625 2.9933 1.0016
H 0.6474 1.9848 2.1535
H 1.4866 3.1415 1.0603
H 0.0304 -2.3853 2.4982
H -1.0761 -2.6167 -0.9896
H 0.6824 -1.2936 -2.7630
H 1.3603 0.1386 -2.2477
H -1.8166 0.8364 -0.9037

---

This record from the OMol25 dataset describes a molecular structure, C33H77N11O11 in a non-equilibrium geometry. The level of theory is ωB97M-V with the def2-TZVPD basis set.

## Properties
**Electronic energy**: -74338.622 eV
**Total charge**: 0
**E_HOMO**: -7.3413 eV

Element x y z (Å)
C 0.5082 -4.9624 -1.4682
O 0.2097 -5.9938 -0.8697
N 1.4275 -4.0538 -1.0736
C 2.2955 -4.0250 0.1277
C 1.5637 -2.8664 -1.8664
H 0.0595 -4.6958 -2.4376
H 2.0910 -4.8217 0.8429
H 2.3129 -3.1345 0.7560
H 3.3122 -4.0305 -0.2653
H 0.9896 -2.0703 -1.3925
H 2.5871 -2.5048 -1.9660
H 1.0042 -2.8086 -2.8001
C 0.8533 2.9433 1.2063
O -0.4078 3.1044 1.2181
N 1.7272 3.8075 0.7868
C 3.1338 3.6151 1.0776
C 1.4466 5.1527 0.1798
H 1.2499 1.9898 1.5883
H 3.7053 3.6406 0.1498
H 3.3778 2.6269 1.4675
H 3.5522 4.3600 1.7544
H 1.8000 5.2122 -0.8496
H 0.3766 5.3333 0.2825
H 1.9572 5.9356 0.7407
C 3.7387 -1.5875 -0.5970
O 2.5258 -1.8220 -0.4782
N 4.5193 -1.6468 0.4821
C 5.9082 -1.3261 0.3956
C 4.0221 -2.0650 1.8096
H 4.2731 -1.3272 -1.5238
H 6.2208 -1.1190 -0.6278
H 6.5064 -2.1004 0.8760
H 6.0606 -0.3629 0.8825
H 2.9356 -2.0228 1.7327
H 4.3900 -3.0605 2.0579
H 4.3764 -1.4274 2.6195
C -2.8138 5.1035 -1.0532
O -2.7486 6.2482 -0.6994
N -2.9409 4.1017 -0.1380
C -2.8052 2.7136 -0.5592
C -2.8647 4.3646 1.2716
H -2.5013 4.7233 -2.0381
H -1.7756 2.3763 -0.4389
H -3.1304 2.5228 -1.5819
H -3.4475 2.1058 0.0780
H -3.5526 3.6957 1.7888
H -1.8287 4.2736 1.5979
H -3.0373 5.3818 1.6232
C -2.9494 0.6240 0.0190
O -2.4093 1.2461 0.9441
N -4.2732 0.4405 -0.0322
C -4.9609 -0.5832 -0.8575
C -5.1882 1.0876 0.9618
H -2.4119 0.1234 -0.8012
H -5.4239 -1.3579 -0.2463
H -4.2921 -1.1916 -1.4663
H -5.7662 -0.0437 -1.3560
H -4.7224 1.9826 1.3741
H -6.1108 1.4228 0.4879
H -5.4625 0.3755 1.7402
C -0.8290 2.6767 -2.2733
O -1.9799 3.1021 -2.4219
N 0.3098 3.3867 -1.9513
C 0.1661 4.7739 -1.6017
C 1.6495 2.7452 -1.8969
H -0.6526 1.5941 -2.3681
H 1.1126 5.2862 -1.7741
H 0.0184 4.8416 -0.5238
H -0.6995 5.2871 -2.0207
H 2.2326 3.1068 -2.7439
H 2.2243 3.0779 -1.0326
H 1.6898 1.6580 -1.8305
C -2.5257 -3.1455 -3.7954
O -3.2783 -3.6408 -4.6354
N -2.2440 -3.7973 -2.6690
C -1.5513 -3.0847 -1.6083
C -2.6013 -5.1952 -2.4904
H -1.9982 -2.1829 -3.8819
H -0.4775 -3.2666 -1.5623
H -1.9796 -3.4176 -0.6629
H -1.6873 -2.0035 -1.6333
H -3.3249 -5.2987 -1.6818
H -3.1216 -5.6332 -3.3422
H -1.7534 -5.8673 -2.3589
C 5.6083 0.8627 -2.1683
O 5.3162 -0.2259 -2.5717
N 4.9342 1.5711 -1.1993
C 5.5341 2.9024 -0.6779
C 3.8128 1.0964 -0.4403
H 6.4993 1.3779 -2.5594
H 5.7817 3.5347 -1.5305
H 6.4412 2.6140 -0.1467
H 4.9001 3.4515 0.0184
H 4.2689 0.4937 0.3451
H 3.2214 1.8917 0.0134
H 3.0673 0.5343 -1.0026
C -2.0657 -4.2472 3.2704
O -3.0871 -4.8353 3.6225
N -1.5410 -4.2825 2.0745
C -0.2528 -3.6356 1.8968
C -2.1057 -4.9154 0.8874
H -1.4401 -3.5925 3.8967
H 0.3206 -3.4272 2.8001
H -0.3072 -2.7360 1.2837
H 0.2494 -4.3315 1.2248
H -2.9977 -5.5413 0.9129
H -2.4169 -4.1623 0.1635
H -1.3436 -5.5603 0.4497
C -2.0342 0.2502 4.6589
O -2.0007 -0.7289 5.3957
N -2.5510 0.2482 3.4156
C -3.1495 -0.8991 2.7374
C -2.2815 1.4803 2.5964
H -1.6886 1.2580 4.9366
H -2.8007 -0.9808 1.7079
H -4.2213 -0.7396 2.6194
H -3.0346 -1.9062 3.1380
H -3.2473 1.6700 2.1283
H -1.9059 2.3138 3.1900
H -1.5242 1.3969 1.8169
C 1.5904 0.1085 -0.0505
O 2.2071 1.1976 0.0020
N 0.2552 -0.0409 -0.1995
C -0.4327 -1.3429 -0.0777
C -0.7576 1.0788 -0.2635
H 2.0761 -0.8615 0.1381
H -0.8624 -1.5697 -1.0534
H -1.2035 -1.4376 0.6872
H 0.2249 -2.1820 0.1493
H -1.4467 1.1262 0.5798
H -0.2611 2.0490 -0.2517
H -1.2404 1.0481 -1.2403

---

This record from the OMol25 dataset describes a molecular structure, C41H47BCl3HfN8O9P. The level of theory is ωB97M-V with the def2-TZVPD basis set.

## Properties
**Electronic energy**: -122470.275 eV
**Total charge**: 0
**E_HOMO**: -7.5202 eV

Element x y z (Å)
Hf 0.3951 -0.6353 1.4052
Cl -2.1812 -6.6126 0.1687
C -1.4718 -5.3424 1.1160
C -0.5147 -4.5302 0.5312
C 0.0507 -3.5057 1.2641
N 1.0505 -2.6300 0.7494
C 2.2744 -3.2222 0.7014
O 2.5098 -4.3803 1.0200
C 3.4418 -2.3801 0.2498
C 4.6849 -2.6445 0.8183
C 5.7762 -1.9131 0.3953
C 5.5969 -0.9738 -0.6119
C 4.3262 -0.8070 -1.1328
N 3.2562 -1.4758 -0.7038
C -0.3376 -3.2770 2.5858
C -1.2779 -4.1085 3.1830
C -1.8439 -5.1327 2.4400
Cl -3.0312 -6.1441 3.1957
N 0.2196 -2.1058 3.1275
C 0.4321 -2.0220 4.4424
O 0.2821 -2.8911 5.2947
C 0.9571 -0.6946 4.9466
C 1.7059 -0.6454 6.1080
C 2.0953 0.5692 6.6372
C 1.6966 1.7366 6.0032
C 0.9522 1.6560 4.8522
N 0.6169 0.4586 4.3418
H -0.1888 -4.7122 -0.4836
H 4.7579 -3.4150 1.5719
H 6.7536 -2.0781 0.8301
H 6.4243 -0.3899 -0.9932
H 4.1495 -0.1025 -1.9376
H -1.5696 -3.9655 4.2111
H 1.9386 -1.5903 6.5762
H 2.6892 0.6091 7.5396
H 1.9664 2.7106 6.3836
H 0.6049 2.4941 4.2715
O 0.7861 0.6548 -0.3059
P 0.9441 1.7697 -1.3147
N 1.6907 1.1440 -2.6288
C 1.2304 -0.1704 -3.1320
C 1.9491 -0.3080 -4.4695
C 2.0496 1.1365 -4.9565
C 2.4039 1.8880 -3.6770
N -0.5635 2.3305 -1.6348
C -0.8939 3.0583 -2.8603
C -2.3226 2.6143 -3.1527
C -2.9224 2.5093 -1.7514
C -1.7850 1.9258 -0.9088
N 1.8063 3.1121 -0.9636
C 1.1894 4.2830 -0.3030
C 2.3541 5.2557 -0.1603
C 3.5444 4.3330 0.0871
C 3.2778 3.1684 -0.8642
H 0.1444 -0.1486 -3.2816
H 1.4666 -0.9546 -2.4149
H 1.4176 -0.9627 -5.1590
H 2.9482 -0.7221 -4.3164
H 1.0802 1.4734 -5.3345
H 2.7905 1.2836 -5.7410
H 2.1140 2.9390 -3.6942
H 3.4851 1.8452 -3.5063
H -0.1976 2.8132 -3.6632
H -0.8567 4.1433 -2.7007
H -2.3053 1.6331 -3.6341
H -2.8551 3.3059 -3.8042
H -3.8161 1.8876 -1.7045
H -3.1911 3.5035 -1.3887
H -1.8462 0.8396 -0.8532
H -1.7880 2.3153 0.1099
H 0.7930 4.0056 0.6747
H 0.3796 4.6841 -0.9107
H 2.1912 5.9714 0.6440
H 2.4955 5.8123 -1.0899
H 3.5418 3.9914 1.1230
H 4.5065 4.8049 -0.1079
H 3.6896 2.2301 -0.4997
H 3.7137 3.3725 -1.8461
C -2.3956 -1.5794 -3.7945
C -2.5400 -2.4055 -2.5122
C -2.1811 -3.8740 -2.7740
C -3.9644 -2.2956 -1.9594
C -1.6050 -1.8768 -1.5041
N -0.8523 -1.4802 -0.7373
H -3.1089 -1.9482 -4.5326
H -1.3919 -1.6689 -4.2115
H -2.6079 -0.5255 -3.6086
H -2.8545 -4.2711 -3.5351
H -2.2915 -4.4729 -1.8704
H -1.1557 -3.9704 -3.1329
H -4.6571 -2.7159 -2.6903
H -4.2347 -1.2561 -1.7726
H -4.0571 -2.8449 -1.0234
O 1.6337 2.0125 1.9596
Cl 2.9116 1.2813 2.0005
O 2.4717 -0.1922 2.1049
O 3.6261 1.5916 3.2211
O -0.1347 0.4500 3.2512
O -3.1375 -0.8580 0.9062
B -2.0533 -0.1826 1.5295
O -2.6061 0.9026 2.2489
C -3.9548 0.8864 2.0508
C -4.9095 1.7536 2.5334
C -6.2331 1.4929 2.1796
C -6.5657 0.4027 1.3835
C -5.5889 -0.4693 0.9016
C -4.2834 -0.1931 1.2462
H -4.6382 2.5893 3.1640
H -7.0170 2.1461 2.5396
H -7.6036 0.2209 1.1378
H -5.8479 -1.3276 0.2973

---

- electronic energy of number 5 (C2H4O2S2)?
  -27901.283 eV